# C46H52Cl12N8

14 unconnected molecules or ions with the total composition C46H52Cl12N8 (ωB97M-V/def2-TZVPD, the Open Molecules 2025 dataset).

The lowest unoccupied orbital energy (alpha / beta) comes out at 2.07 / 2.05 eV. The HOMO-LUMO gap (alpha / beta) is 0.097 / 0.258 Ha. As for the multiplicity: 2. For the HOMO energy (alpha / beta), the calculation gives -0.5558 / -4.9634 eV. For the electronic energy, the calculation gives -7744.28709 Eh. The net charge is -1.

Last column: Löwdin spin population.
Geometry (Å):
1 H -4.285 -1.067 -5.367  0.00
2 C 3.279 -3.163 0.137  0.00
3 C 4.030 -4.277 -0.219  0.00
4 C -1.035 5.262 4.608  0.00
5 H 0.245 2.289 5.539  0.00
6 H -1.950 -4.883 4.677  0.00
7 H 2.217 -3.253 0.313  0.00
8 C -0.596 3.709 -2.952  0.00
9 C -0.522 1.508 1.005  0.08
10 H 0.055 3.464 7.796  0.00
11 C -4.012 -0.400 -4.562  0.00
12 H 5.527 -0.797 -0.091  0.00
13 H -5.142 3.224 1.398  0.00
14 H 1.400 -2.657 -6.533  0.00
15 H -2.715 6.071 -3.880  0.00
16 H 2.894 -0.512 2.550  0.00
17 H 0.192 4.069 -6.238  0.00
18 C 0.028 3.448 -4.174  0.00
19 H -1.834 5.544 -6.101  0.00
20 C -0.156 3.286 5.646  0.00
21 C 1.046 -5.002 2.312  0.00
22 C 2.772 -1.623 -3.086  0.00
23 C 3.119 0.553 2.485  0.00
24 H -2.044 -1.261 -4.364  0.00
25 N 0.235 -6.087 2.446  0.00
26 N -1.216 5.898 5.784  0.00
27 N 1.691 -1.004 -3.528  0.00
28 H -1.061 -4.329 0.269  0.00
29 H -0.016 -5.319 -4.383  0.00
30 C -0.044 -0.877 0.842  0.25
31 Cl 1.320 5.747 -1.223  0.00
32 H -3.688 2.531 0.430  0.00
33 Cl 4.868 0.759 2.121  0.00
34 N 0.308 -5.871 -2.411  0.00
35 H -1.212 0.228 2.415  0.00
36 Cl -3.629 1.912 2.740  0.01
37 Cl 2.731 1.442 3.993  0.00
38 C 0.873 -3.773 2.952  0.01
39 H -5.204 -2.663 1.939  0.00
40 N 3.797 -1.931 0.227  0.00
41 C 0.649 -0.633 -0.330  0.08
42 N -4.966 0.530 -4.167  0.00
43 C 1.236 -1.382 -4.756  0.00
44 C -4.613 1.321 -3.119  0.00
45 H 1.545 -2.931 2.883  0.00
46 H -1.379 -6.860 3.491  0.00
47 H -1.833 -2.711 -1.520  0.00
48 H -3.495 1.303 5.235  0.00
49 C -2.726 -0.480 -4.062  0.00
50 C -3.297 1.310 -2.567  0.00
51 H -0.379 3.200 -2.024  0.00
52 Cl -3.927 -1.791 0.127  0.00
53 H 3.562 -5.250 -0.250  0.00
54 H 1.099 1.006 -1.733  0.00
55 C 4.144 3.237 -0.719  0.01
56 C 1.833 -2.361 -5.588  0.00
57 C -0.763 -4.453 -0.762  0.00
58 H 6.932 -2.707 -0.871  0.00
59 Cl -2.938 -2.066 2.786  0.00
60 H 3.194 -1.310 -2.142  0.00
61 H -0.236 3.531 3.538  0.00
62 H -1.058 5.669 7.838  0.00
63 C -1.056 -3.957 -3.109  0.00
64 H 0.855 2.768 -4.317  0.00
65 H 5.906 -5.045 -0.857  0.00
66 Cl 3.392 3.675 0.880  0.00
67 H 0.391 -0.824 -5.132  0.00
68 H -0.333 -2.942 4.653  0.00
69 C -1.354 -3.646 -1.771  0.00
70 H 5.222 3.367 -0.631  0.00
71 H 2.448 0.922 1.709  0.00
72 Cl 3.696 1.554 -1.193  0.01
73 C 5.361 -4.176 -0.521  0.00
74 C -0.262 -5.089 -3.357  0.00
75 C -1.074 -4.832 4.047  0.00
76 C -0.006 -5.536 -1.134  0.00
77 H -1.256 -3.288 -3.933  0.00
78 H -0.715 6.207 -0.261  0.00
79 C -0.551 3.966 4.475  0.00
80 H -0.177 -1.913 1.117  0.02
81 Cl -1.399 0.258 5.384  0.00
82 C -0.322 3.938 6.902  0.00
83 H 3.908 3.945 -1.513  0.00
84 H 0.528 -6.114 -0.395  0.00
85 H -1.383 0.390 -2.650  0.00
86 H -2.986 2.026 -1.820  0.00
87 C -0.238 -3.754 3.947  0.00
88 C -4.468 -1.872 1.800  0.00
89 N -1.593 4.628 -2.906  0.00
90 H 3.530 -3.664 -5.678  0.00
91 C 5.119 -1.795 -0.153  0.00
92 C -4.082 2.979 1.342  0.00
93 Cl -3.100 4.459 1.460  0.00
94 H -4.921 -0.899 1.992  0.00
95 H -0.136 4.555 0.221  0.00
96 H 1.878 -5.182 1.648  0.00
97 C 3.011 -2.909 -5.106  0.00
98 H 4.522 -2.862 -3.516  0.00
99 C -0.799 -5.977 3.268  0.00
100 C 0.735 0.665 -0.775  0.12
101 C -0.665 0.231 1.484  0.09
102 C -2.944 0.883 6.077  0.00
103 H 1.048 -1.447 -0.918  0.00
104 Cl -3.860 -0.412 6.824  0.00
105 N 0.207 1.732 -0.094  0.26
106 C -0.855 5.188 6.893  0.00
107 Cl 0.765 6.353 1.600  0.00
108 C 3.544 -2.542 -3.846  0.00
109 H -5.336 2.053 -2.788  0.00
110 C -1.997 5.275 -4.016  0.00
111 H -0.990 2.357 1.480  0.00
112 H -2.635 1.707 6.720  0.00
113 H -1.301 5.842 3.736  0.00
114 C 0.124 5.606 0.090  0.00
115 C 5.915 -2.856 -0.542  0.00
116 C -1.411 5.077 -5.225  0.00
117 C -0.373 4.169 -5.323  0.00
118 C -2.377 0.395 -3.072  0.00